# 1
C33H28N8O4ReS2 | ωB97M-V/def2-TZVPD

Properties
* <S²>: 3.769
* charge: +2
* E_HOMO (alpha / beta): -13.21 / -13.20 eV
* 2S+1: 4
* frontier orbital gap (alpha / beta): 7.6 / 6.5 eV

Geometry as XYZ:
```
76
C33H28N8O4ReS2 (ωB97M-V/def2-TZVPD)
Re -0.00724 0.08756 0.52709
S 1.26422 -0.00913 -2.58142
S -0.99058 -4.48595 0.47423
O 1.21885 1.00185 -3.57855
O 2.49919 0.03752 -1.74760
O 1.60634 2.35691 -0.78279
O -1.80842 2.00049 2.18741
N -0.11084 2.13221 0.67352
N 0.15721 0.07934 2.65756
N -0.02604 -0.01436 -1.58206
N -0.14882 -2.10712 0.66855
N -2.12686 0.01612 0.05549
N -1.09169 4.06309 1.62504
N 2.01737 -0.14112 0.67065
N 2.08492 1.40773 2.45392
C -3.96467 0.22720 -3.15789
C 4.13840 0.57038 1.51869
C 2.64371 -0.89024 -0.31081
C 0.81130 2.91778 -0.05602
C 2.52779 -3.07039 -4.78616
C 2.78401 0.61386 1.51627
C -2.90381 0.25091 -4.01422
C 0.72988 -2.89346 1.39241
C -4.47529 -0.01331 0.51104
C 0.04812 0.58330 5.37434
C -1.57896 0.18197 -3.54101
C -3.72547 0.13820 -1.76989
C -4.76782 0.08508 -0.81990
C 1.02121 1.16719 4.60097
C -1.30692 0.09766 -2.19482
C -2.39998 0.08740 -1.29448
C -2.11889 4.63500 2.49573
C -0.75017 -0.54065 3.44826
C 1.58880 -4.06675 -4.54957
C 4.77851 -0.35948 0.65705
C 0.41972 -4.20828 1.39771
C 1.07955 0.87138 3.23875
C -3.13706 -0.02944 0.91073
C -0.21908 4.85721 0.92278
C 1.32094 -1.61439 -3.32076
C 0.51590 -3.83391 -3.70116
C 4.05878 -1.12871 -0.18732
C 0.71199 4.35131 0.10828
C -1.11083 -2.83990 0.14287
C -1.05079 2.69483 1.51936
C 0.37499 -2.60126 -3.08075
C 2.39982 -1.83601 -4.17343
C -0.84172 -0.32095 4.79214
H -2.89061 -0.04615 1.95907
H -0.46833 -2.40761 -2.43432
H 1.57025 -2.43170 1.88633
H -2.01989 5.71640 2.48009
H -0.78196 0.21412 -4.26760
H -3.06520 0.32394 -5.08078
H 4.71258 1.15325 2.22367
H 3.12172 -1.05057 -4.35710
H -1.99735 4.27036 3.51307
H -5.79446 0.12454 -1.16246
H -1.90128 -2.43049 -0.46621
H -0.00461 0.79510 6.43386
H 0.94819 -5.01154 1.88372
H 2.05751 -1.74230 -0.64709
H -4.98292 0.27736 -3.51900
H 2.70426 2.02496 2.95961
H -5.24876 -0.05607 1.26360
H -0.33525 5.92072 1.07965
H -1.58981 -0.83113 5.37988
H -1.41346 -1.23033 2.94386
H 3.35860 -3.25317 -5.45350
H 1.76513 1.82344 5.03182
H 1.39274 4.98061 -0.44191
H 5.85095 -0.48334 0.72926
H 4.50799 -1.87666 -0.82332
H 1.69141 -5.02758 -5.03541
H -3.10875 4.35514 2.14196
H -0.21823 -4.60992 -3.53097
```

# 2
C5H10N7 | ωB97M-V/def2-TZVPD

Properties
* charge: +1
* E_HOMO: -12.89 eV
* 2S+1: 1
* SMILES string: [H]\N=C(NC#N)/[NH+]=N/C=C\N(C)N
* frontier orbital gap: 7.6 eV

Geometry as XYZ:
```
22
C5H10N7 (ωB97M-V/def2-TZVPD)
N -2.67958 0.38950 -0.05229
N 2.95901 1.33235 0.15208
N 4.14368 -0.62868 -0.01580
N 0.65640 -0.20347 0.05757
N -2.52344 1.74626 -0.10965
N 1.82070 -0.75533 0.06432
N 6.38990 0.40543 -0.12462
C 5.34291 -0.04505 -0.06875
C -0.42662 -0.92105 -0.00925
C 2.97892 0.08416 0.07828
C -1.82136 -0.60815 -0.04748
C -4.10167 0.07085 -0.09698
H -1.57084 2.07575 0.00049
H 1.91929 -1.77807 0.01499
H 4.13837 -1.63949 -0.02572
H 2.05018 1.77011 0.21011
H -3.20746 2.25761 0.43280
H -0.28487 -2.00919 -0.04416
H -4.59753 0.77315 -0.76722
H -2.36477 -1.54651 -0.09153
H -4.53849 0.16731 0.90008
H -4.28271 -0.93747 -0.45726
```

# 3
C56H43BrF6N4O7S2SbY | ωB97M-V/def2-TZVPD

Properties
* charge: -2
* E_HOMO: -2.81 eV
* 2S+1: 1
* frontier orbital gap: 5.5 eV

Geometry as XYZ:
```
121
C56H43BrF6N4O7S2SbY (ωB97M-V/def2-TZVPD)
Sb 6.18761 -3.76388 3.02897
Y 0.00577 0.15147 0.42748
Br 5.40972 -3.37551 0.50064
S 1.30426 -1.91388 -2.26228
S -1.27616 -2.94188 -1.26597
F 6.60486 -4.22574 4.79817
F 4.74910 -4.99109 3.15804
F 1.51216 -1.12383 1.23818
F 4.98155 -2.37012 3.55441
F 7.64707 -2.59475 2.61841
F 7.34574 -5.23485 2.61798
O -3.14555 0.34643 -8.39461
O 1.14863 2.92197 8.94645
O -1.25522 -6.99504 -5.67566
O -0.89836 -8.00487 -3.72490
O 8.37844 1.61520 -1.29001
O -8.39986 -2.56718 2.02858
O -1.08402 -1.82983 1.73721
N 1.22093 1.92996 1.24135
N 0.61221 1.45480 -1.51573
N -2.13868 0.58910 -0.72011
N -1.46723 1.08486 2.11489
C 0.01988 -5.76208 -4.09196
C -3.60137 0.38577 1.22152
C 0.82601 -5.79843 -2.97412
C -2.78866 0.86081 2.26763
C 1.00821 2.84999 7.63532
C -1.60750 1.78488 -5.31587
C 2.24768 1.57398 -3.03121
C 0.23656 -3.37389 -4.25490
C 4.26602 1.89025 -0.94959
C 0.63111 3.91868 6.89776
C -6.37860 -2.20252 1.00345
C -7.08607 -0.57807 2.64829
C 1.00543 -3.42430 -3.07576
C 0.96941 1.31696 5.84719
C 0.06161 1.26754 -2.77127
C 6.36718 2.94543 -1.24350
C -9.33263 -2.23484 3.01526
C -2.69244 0.53283 -7.10762
C -5.21786 -1.49753 0.81644
C 1.31769 4.18874 9.44806
C 1.11486 1.33419 -3.73203
C -0.97961 1.54911 3.32457
C 0.28044 2.10176 3.59974
C -2.30006 0.70476 -2.08541
C -0.73283 -6.96611 -4.60565
C 1.31451 -4.62346 -2.44570
C -7.28463 -1.70888 1.92131
C -2.76725 1.26124 -9.39889
C 0.38546 3.72265 5.50080
C 2.80569 1.99378 -0.59236
C -1.30138 0.88055 -3.06321
C -4.93544 -0.27814 1.48445
C -5.93890 0.18718 2.34479
C 3.20773 2.93194 1.66464
C -0.29068 -4.55639 -4.75360
C -3.34707 0.40276 -0.17248
C -3.74770 0.59760 -2.43491
C -2.65950 -0.62810 -6.33122
C 9.12802 2.66846 -0.79826
C -3.13755 0.98674 3.68047
C -2.17105 1.70502 -6.62239
C 2.45411 3.00531 2.77717
C 6.24687 0.56800 -1.21705
C 1.92819 1.71891 -1.64481
C -4.35454 0.37463 -1.24899
C 4.90752 0.64405 -1.03068
C -0.12756 -1.79406 -1.22491
C 4.96602 3.01573 -1.04061
C 7.00793 1.75472 -1.23962
C -1.68503 0.71226 -4.46013
C 2.43408 2.26596 0.68538
C -2.24155 -0.46743 -4.96998
C -2.00005 1.42851 4.31813
C 0.62591 2.44814 5.02633
C 1.13140 1.53227 7.18945
C 1.20286 2.34799 2.58766
H 2.03300 4.79562 8.89782
H -1.50112 -2.33946 1.02133
H 1.87632 -4.58782 -1.49646
H 8.81847 2.88710 0.21234
H -1.67232 1.31985 -9.54922
H -9.65565 -1.20325 2.90941
H 0.38229 4.83765 7.37922
H 6.81692 -0.35276 -1.14926
H -8.85756 -2.40780 3.98306
H -3.19483 0.88065 -10.34732
H -4.48402 -1.92714 0.15416
H -1.02775 -4.68082 -5.55148
H 1.61228 4.14509 10.53518
H 6.92530 3.81792 -1.48632
H -5.75629 1.19091 2.76709
H 2.77318 3.51452 3.63211
H -5.43834 0.30489 -1.14598
H -2.34862 -1.30170 -4.27410
H 4.18240 3.30207 1.57892
H 0.92116 -6.75524 -2.44031
H -0.56982 -7.54300 -2.90128
H -1.16580 2.72821 -5.02835
H -1.91418 1.72184 5.35702
H -6.46841 -3.09611 0.43011
H -3.16515 2.23117 -9.17383
H -4.07099 0.81993 4.22464
H 1.16179 1.06318 -4.79132
H -4.29429 0.85995 -3.32038
H -2.16604 2.60237 -7.23632
H -0.06813 -2.40566 -4.63401
H 10.14765 2.33544 -0.75562
H 0.05836 4.51005 4.84366
H 9.02389 3.59130 -1.43729
H 1.21217 0.41447 5.31632
H 3.28190 1.63490 -3.33502
H -0.15014 -2.11577 1.76390
H 4.40052 -0.29011 -0.97791
H 0.29464 4.69685 9.52974
H 1.48391 0.86078 7.95677
H -7.75419 -0.21024 3.43881
H -10.18740 -2.92125 2.78516
H -2.92496 -1.59581 -6.76769
H 4.59599 4.04004 -1.05587
```

# 4
C3H5N3 | ωB97M-V/def2-TZVPD

Properties
* E_HOMO: -8.91 eV
* 2S+1: 1
* SMILES string: NC1=NC=NC1
* frontier orbital gap: 9.7 eV

Geometry as XYZ:
```
11
C3H5N3 (ωB97M-V/def2-TZVPD)
N -1.44436 -0.46987 0.98046
N 1.46232 0.64251 -0.88220
N -0.21572 -0.87369 -0.93137
C -1.28992 -1.15592 -0.09506
C 0.37365 0.10589 -0.31675
C -0.33275 0.47059 0.95763
H 2.08867 1.28737 -0.43095
H 0.30516 0.34530 1.84117
H -0.69142 1.50662 0.94995
H -1.96200 -1.95712 -0.38501
H 1.70637 0.09832 -1.68785
```

# 5
C4H16O4 | ωB97M-V/def2-TZVPD

Properties
* E_HOMO: -10.30 eV
* 2S+1: 1
* SMILES string: CO.CO.CO.CO
* frontier orbital gap: 10.9 eV

Geometry as XYZ:
```
24
C4H16O4 (ωB97M-V/def2-TZVPD)
O 13.48969 5.03312 -17.25245
O 12.76787 1.43055 -22.26686
O 16.13570 4.87225 -15.45138
O 10.07843 9.57394 -17.99639
C 10.51688 8.66873 -17.05704
C 13.74869 2.21071 -21.69674
C 16.26434 3.68295 -16.13617
C 13.64603 5.54418 -18.55968
H 12.08739 2.06888 -22.49289
H 17.09493 3.29682 -15.54530
H 13.25739 2.90656 -21.01666
H 14.31420 2.80581 -22.41378
H 16.54917 3.83146 -17.17776
H 10.94722 7.69317 -17.28336
H 12.81325 5.17602 -19.15890
H 11.17844 9.16717 -16.34854
H 16.88695 5.07423 -14.88886
H 14.34340 5.09491 -16.81776
H 13.46009 6.61660 -18.50103
H 9.57680 8.43563 -16.55700
H 10.81068 9.95155 -18.48917
H 14.52094 1.71231 -21.11080
H 15.31150 3.15505 -16.09724
H 14.53598 5.36179 -19.16200
```

# 6
C36H47NSbTeZn | ωB97M-V/def2-TZVPD

Properties
* charge: +1
* E_HOMO: -10.70 eV
* 2S+1: 1
* frontier orbital gap: 8.6 eV

Geometry as XYZ:
```
87
C36H47NSbTeZn (ωB97M-V/def2-TZVPD)
Te -0.06550 1.30634 2.77473
Sb -0.65290 0.10466 -1.73359
Zn 0.88968 0.17293 0.37866
N 2.43765 1.70055 0.34584
C 3.42489 1.18283 -0.57648
C 3.53259 -1.02350 0.70857
C 0.07213 -2.51278 5.79854
C 4.72684 1.50148 -2.57556
C 4.16463 -2.78291 2.24095
C 0.96936 1.18116 -4.05539
C 0.48160 -0.18581 -3.57593
C -3.03846 1.78132 -0.92156
C 2.17743 -1.16817 1.06419
C -2.37664 -1.63522 0.02531
C -2.67384 1.78432 -3.39377
C 4.51156 -1.81445 1.31245
C -1.04435 -2.33132 4.99323
C 1.04400 -0.50110 4.90981
C -1.11703 -1.24333 4.13568
C -1.84860 -1.69023 -1.40866
C -3.01180 -1.81298 -2.38858
C 1.69880 -1.04161 -3.22555
C -1.98864 1.80461 -2.03049
C 1.11413 -1.59932 5.75590
C 5.26492 0.23517 -2.41314
C -3.13231 1.19873 2.59753
C -0.07066 -0.33132 4.10028
C 3.94711 -0.10309 -0.39306
C -2.05085 1.95392 3.03717
C 4.87644 -0.54560 -1.33650
C -0.90920 -2.88925 -1.53358
C 2.83092 -2.97637 2.56303
C -4.42462 1.65027 2.81882
C -4.63642 2.86105 3.46400
C 1.85934 -2.17027 1.98354
C -1.14312 3.06906 -1.87391
C 3.81151 1.97303 -1.64868
C -2.26078 3.16560 3.68619
C -3.55679 3.61847 3.89314
C -0.34874 -0.85703 -4.66575
H -0.38177 3.16156 -2.64948
H -0.54788 -3.03410 -2.55155
H 1.43112 -2.01933 -2.82474
H 1.65339 1.03137 -4.89684
H -3.71996 4.56082 4.39878
H 0.82553 -2.32949 2.27266
H -3.07588 -0.81183 0.17142
H 0.15774 1.81822 -4.40547
H -3.28507 0.89169 -3.53161
H -1.42191 3.75207 4.03816
H -1.56798 -1.54282 0.75812
H 4.93399 -3.38695 2.70416
H -1.24945 -0.29473 -4.91434
H 5.02096 2.12429 -3.40963
H -0.04577 -2.80444 -0.86737
H -2.91008 -2.56580 0.24437
H -5.26624 1.05854 2.48270
H -3.70973 0.92639 -1.00139
H 3.40109 2.97242 -1.75089
H -1.96669 1.84514 -4.21982
H 2.28743 -1.20539 -4.13388
H 1.85861 0.21177 4.88542
H 0.25788 -0.92411 -5.57453
H -1.79407 3.94620 -1.94121
H 2.80253 1.66782 1.29520
H -3.65291 2.68465 -0.99221
H -2.68315 -1.82556 -3.42789
H -5.64499 3.21386 3.63331
H -2.97083 0.26315 2.07882
H -2.58382 1.77686 0.07137
H -3.33681 2.65203 -3.47103
H -0.64012 -1.87320 -4.39856
H -3.54266 -2.75177 -2.20044
H -1.45450 -3.79488 -1.24941
H 5.98230 -0.14851 -3.12601
H 2.22709 2.66866 0.13084
H -3.73262 -1.00404 -2.26722
H -1.86071 -3.04087 5.02794
H 0.12592 -3.36486 6.46301
H -0.65037 3.10401 -0.89786
H 2.34543 -0.54345 -2.50144
H 5.27737 -1.54528 -1.23146
H 1.98368 -1.73450 6.38537
H 5.55417 -1.66983 1.05534
H 1.52638 1.71195 -3.28054
H -1.98818 -1.11627 3.50710
H 2.54724 -3.74131 3.27531
```